Record 1
C11H17AsF6K2N2O5S | ωB97M-V with the def2-TZVPD basis set

Atoms and positions in Å:
K 10.159019 4.421862 8.530335
K 10.110235 3.628886 4.332384
As 3.831490 3.222034 6.474493
F 4.988057 1.997298 6.914697
F 4.593695 4.297966 7.601489
F 2.761713 4.504467 6.047520
F 3.088066 2.185967 5.317101
F 2.744577 2.610469 7.661782
F 4.909274 3.715466 5.189172
C 7.536416 5.291462 6.048345
O 8.925583 5.244673 6.216685
H 7.070771 6.060336 6.682340
H 7.243286 5.442160 4.992672
H 7.030773 4.355689 6.331095
C 2.966191 5.166300 3.018469
C 4.088576 6.103180 3.367320
O 4.454878 6.642219 2.088242
S 4.443663 5.435983 1.046513
O 5.709979 4.809035 1.069260
O 3.917068 5.894483 -0.173255
O 3.406493 4.510299 1.802300
H 2.086849 5.772224 2.783693
H 2.713703 4.439004 3.777244
H 4.919532 5.641880 3.906466
H 3.726075 6.885032 4.036875
N 6.484072 8.967128 6.024011
C 7.179984 10.074986 6.420181
C 7.898632 10.515535 5.338510
C 7.660146 9.606126 4.268747
C 6.765712 8.674078 4.718232
H 5.889401 8.396833 6.599687
H 7.113293 10.417387 7.437608
H 8.525508 11.390194 5.292881
H 8.140998 9.625457 3.304778
H 6.402695 7.777643 4.245318
N 8.915909 6.246386 2.972309
C 10.236438 6.570978 2.961215
C 10.834047 5.798053 1.998166
C 9.839494 4.979612 1.410365
C 8.649920 5.304148 2.010764
H 8.196415 6.628832 3.565286
H 10.723846 7.365496 3.497868
H 11.842483 5.941834 1.642832
H 9.965563 4.193753 0.683083
H 7.619291 5.018435 1.865014

Atomic forces in eV per Å
K -0.68 0.43 -0.64
K -0.57 0.69 -0.04
As 0.46 -0.82 0.15
F 0.08 -0.06 -0.04
F 0.10 0.13 0.09
F -0.45 0.45 -0.15
F -0.24 -0.26 -0.32
F -0.09 0.28 0.29
F 0.26 0.40 -0.02
C 0.32 -0.60 0.38
O 0.88 -0.77 0.33
H -0.09 0.20 -0.25
H -0.13 0.24 0.05
H 0.01 0.05 -0.04
C -0.46 0.17 0.03
C -0.19 0.10 1.23
O 0.10 0.04 -0.02
S -0.38 0.10 0.68
O 0.80 -0.57 -0.08
O -0.35 0.33 -0.76
O 0.10 0.18 0.05
H -0.05 -0.19 -0.12
H 0.24 -0.25 -0.04
H 0.10 -0.29 -0.50
H -0.01 0.26 -0.44
N -0.11 -0.36 -0.10
C -0.14 -0.13 -0.18
C 0.13 -0.08 -0.03
C 0.10 0.23 0.05
C 0.38 -0.10 0.13
H 0.05 0.08 0.09
H -0.05 0.19 -0.04
H 0.05 -0.02 0.11
H -0.17 0.04 -0.10
H -0.28 0.07 0.02
N -0.24 0.14 -0.16
C 0.43 0.01 -0.37
C 0.45 0.06 -0.21
C -0.24 -0.49 -0.06
C -0.19 0.17 0.70
H 0.25 0.18 0.19
H -0.49 0.06 0.40
H 0.09 -0.23 0.17
H 0.03 0.24 -0.25
H 0.19 -0.31 -0.16

Its HOMO-LUMO gap is 6.18 eV. As for the net charge: 0.



Record 2
HI2PS2 | ωB97M-V with the def2-TZVPD basis set

Atoms and positions in Å:
P 1.724146 -1.237105 1.332811
S -0.006224 -0.145392 1.141663
S 2.992390 -0.223521 -0.118001
I 3.943408 2.324125 0.038431
I 4.780576 -1.834528 -0.288521
H 0.049297 0.476434 -0.021454

Atomic forces in eV per Å
P 1.10 0.19 -0.86
S -0.54 0.17 0.89
S -0.70 -1.08 0.43
I 0.15 0.40 0.13
I -0.31 0.27 0.15
H 0.30 0.05 -0.76

For the energy above the lowest of the compared OMol25 structures with the same formula, charge and spin, the calculation gives 195.4 kJ/mol. Its HOMO-LUMO gap (alpha / beta) is 6.02 / 6.59 eV. As for the net charge: 0.



Record 3
C7H9Br2ErF3O4S | ωB97M-V with the def2-TZVPD basis set

Atoms and positions in Å:
O 0.533213 -2.501508 1.820984
S 0.137292 -2.659467 0.462042
O -1.372397 -2.107046 0.433147
C -2.012667 -1.535769 -0.727475
C -2.736517 -0.242604 -0.338006
C -1.863090 0.870104 0.152969
F -1.138198 0.538669 1.245326
Br -0.577466 1.290550 -1.403117
C -2.619332 2.242689 0.522788
F -1.893910 2.923205 1.495213
F -2.551182 3.042137 -0.541762
Br -4.395931 2.049334 1.064363
O 1.010366 -1.291098 -0.341956
C 2.390650 -1.372257 -0.045993
C 2.858849 -0.022481 -0.514943
C 4.233165 0.560757 0.325107
O 2.798857 1.002008 0.339662
H -1.327026 -1.439890 -1.563238
H -2.800331 -2.215434 -1.035596
H -3.294069 0.087996 -1.212426
H -3.441335 -0.479014 0.455693
H 2.908172 -2.144344 -0.618463
H 2.585167 -1.462450 1.023399
H 2.814172 0.197847 -1.577499
H 4.705514 1.442609 0.776047
H 4.725323 0.626482 -0.678169
Er 0.322709 2.598976 0.481905

Atomic forces in eV per Å
O 0.01 -0.14 -0.05
S -0.26 -0.36 0.34
O 0.68 0.67 -0.22
C -0.44 -0.28 0.04
C 0.55 -0.60 -0.22
C -1.31 0.44 0.17
F 0.73 0.08 -0.02
Br -1.09 -1.79 -2.55
C -0.85 -0.34 -0.62
F 0.75 -0.36 0.02
F 0.07 0.41 -0.41
Br -0.17 -0.10 0.32
O -0.24 0.39 -0.04
C 0.39 0.01 -0.09
C -1.55 -1.38 0.12
C -0.55 2.68 -0.49
O 0.96 -0.24 -0.41
H 0.19 0.15 -0.03
H -0.01 -0.23 -0.06
H -0.18 0.17 -0.02
H -0.10 0.06 0.16
H 0.00 -0.19 0.05
H 0.02 -0.19 0.10
H 0.37 0.18 -0.20
H 0.52 -0.71 1.04
H -0.07 -0.65 -0.20
Er 1.57 2.31 3.26

As for the expectation value of S²: 3.763. Its HOMO-LUMO gap (alpha / beta) is 7.74 / 4.72 eV. The spin multiplicity is 4. As for the net charge: +3.



Record 4
C48H108N4O8 | ωB97M-V with the def2-TZVPD basis set

Atoms and positions in Å:
C 0.678002 7.420524 -2.047227
C -0.482480 6.428215 -2.087822
C -0.796167 6.266317 -3.575320
C 0.072709 5.152350 -1.452251
C -1.064882 4.031188 -1.320786
C -2.218924 4.564391 -0.450206
C -2.777237 5.907885 -1.000297
C -3.854231 5.755046 -2.077609
C -3.498657 6.447093 0.284929
N -1.685433 6.805854 -1.296670
O -2.207798 8.083390 -1.641926
H 1.551709 7.091282 -2.609671
H 0.374691 8.402010 -2.411613
H 0.967806 7.698146 -1.033795
H -1.322435 7.127740 -3.986538
H 0.088243 6.083836 -4.185750
H -1.563769 5.514021 -3.756805
H 0.919040 4.721965 -1.987599
H 0.306421 5.308511 -0.399119
H -1.417561 3.672410 -2.287738
H -0.577611 3.133647 -0.939884
H -1.863244 4.729786 0.566774
H -2.926009 3.745530 -0.317553
H -3.588269 5.071744 -2.884131
H -4.026648 6.742889 -2.504843
H -4.789218 5.349938 -1.690580
H -2.830227 6.532452 1.141676
H -4.337569 5.848841 0.640495
H -3.877998 7.460968 0.157384
H -1.706534 8.693577 -1.096020
C 6.727450 1.685878 -2.850732
C 5.292812 2.030882 -2.338343
C 4.976621 1.107412 -1.141606
C 5.179511 3.432767 -1.589724
C 5.004986 4.627529 -2.601697
C 3.737543 4.448296 -3.429901
C 3.665318 3.077019 -4.070091
C 2.134767 2.838435 -4.301335
C 4.423730 3.116674 -5.393027
N 4.132399 1.928602 -3.273543
O 4.099259 0.763272 -3.972090
H 6.878369 0.642332 -3.127027
H 7.038733 2.374263 -3.636439
H 7.450684 1.760612 -2.038667
H 3.889931 1.029426 -1.108122
H 5.446616 0.131703 -1.264837
H 5.337486 1.488396 -0.186243
H 4.351846 3.347483 -0.885597
H 6.152945 3.541129 -1.111394
H 4.961497 5.549389 -2.021709
H 5.910120 4.633381 -3.208987
H 3.934603 5.235239 -4.157905
H 2.903412 4.840413 -2.848043
H 1.921831 1.963375 -4.915369
H 1.599874 3.608394 -4.857355
H 1.638825 2.695695 -3.341255
H 5.477743 2.840062 -5.367579
H 4.503170 4.108645 -5.837739
H 4.118890 2.420474 -6.174363
H 4.679640 1.010558 -4.695708
C -3.579356 -0.566545 2.765320
C -3.671564 0.952269 2.433581
C -2.978470 1.705878 3.580818
C -2.900509 1.299871 1.154269
C -3.586417 0.904918 -0.100759
C -5.054079 1.622391 -0.125582
C -5.894861 1.253354 1.098709
C -6.997730 2.308391 1.142510
C -6.455345 -0.200649 0.909515
N -5.092303 1.403080 2.366594
O -5.877894 1.151954 3.467437
H -4.183389 -0.738867 3.656137
H -2.600599 -0.774897 3.197436
H -3.853802 -1.363202 2.073864
H -3.067542 2.785561 3.460574
H -1.894136 1.629354 3.661194
H -3.469327 1.516525 4.535447
H -2.801568 2.384749 1.117401
H -1.977222 0.720733 1.170050
H -3.797399 -0.163149 -0.047722
H -3.006202 1.188108 -0.978970
H -5.450777 1.277338 -1.080392
H -5.070595 2.695918 -0.313709
H -7.671167 2.264101 0.286575
H -7.639493 2.144221 2.008129
H -6.777317 3.363943 1.301687
H -5.607062 -0.827579 0.634764
H -6.870591 -0.692498 1.789148
H -7.095378 -0.314169 0.034550
H -6.092611 2.057465 3.703108
C -0.168615 -6.144835 0.772462
C -1.410474 -6.113892 1.729920
C -2.567308 -6.511015 0.776457
C -1.161325 -7.286247 2.682353
C -2.086432 -7.278789 3.849799
C -2.060614 -5.882055 4.582373
C -2.409916 -4.670375 3.677384
C -3.954095 -4.763290 3.407681
C -2.040660 -3.445438 4.465478
N -1.518227 -4.853223 2.454344
O -1.697254 -3.782260 1.586608
H 0.641009 -5.936305 1.471819
H 0.001209 -7.084554 0.246920
H -0.116895 -5.382622 -0.005014
H -3.544259 -6.295125 1.208959
H -2.484970 -6.095469 -0.227847
H -2.756904 -7.574698 0.632515
H -1.296206 -8.263115 2.217993
H -0.160322 -7.419707 3.092586
H -3.075892 -7.632773 3.560381
H -1.834763 -8.060320 4.566716
H -1.115818 -5.708209 5.097398
H -2.754933 -5.851106 5.422060
H -4.188129 -4.047487 2.619675
H -4.592005 -4.627277 4.280999
H -4.170560 -5.796164 3.134885
H -1.574734 -2.691240 3.831282
H -1.243450 -3.608621 5.190688
H -2.934623 -3.352661 5.082185
H -0.812006 -3.775873 1.215266
C 2.654839 -3.453269 3.774518
C 3.517945 -2.624719 4.813548
C 5.060362 -2.539741 4.493367
O 3.055530 -1.267722 4.688607
H 3.150153 -4.422809 3.827020
H 2.644788 -3.140795 2.730307
H 1.612672 -3.611169 4.052092
H 3.325029 -2.812730 5.869738
H 5.348440 -1.632180 5.023881
H 5.359063 -2.636919 3.449604
H 5.570057 -3.404991 4.917235
H 2.690838 -1.398193 3.810211
C 3.191423 -4.348488 -1.389965
C 3.118873 -5.414903 -0.397485
C 4.333093 -6.399809 -0.359561
O 2.999217 -4.844773 0.872508
H 3.660558 -4.757095 -2.284982
H 3.882612 -3.520095 -1.234634
H 2.218207 -3.964472 -1.695720
H 2.249964 -6.050085 -0.569696
H 4.517565 -6.922398 -1.298164
H 4.034131 -7.180762 0.339604
H 5.233811 -5.866401 -0.055763
H 2.471336 -4.084951 0.616345
C 0.457022 0.166615 -0.091005
C 1.278678 -0.615645 0.922833
C 0.513212 -0.781447 2.214000
O 1.741505 -1.751526 0.283092
H 1.008408 0.600960 -0.924915
H -0.062055 0.993794 0.393183
H -0.298899 -0.525203 -0.462599
H 2.184298 -0.014145 1.001294
H 1.029733 -1.429872 2.921700
H -0.359521 -1.315357 1.837983
H 0.105561 0.095368 2.717102
H 2.148534 -1.471244 -0.539942
C 1.962225 -2.458268 -4.384523
C 1.454789 -1.262160 -3.680531
C 0.054033 -1.665546 -3.178082
O 2.271633 -0.960742 -2.562396
H 1.323768 -2.678649 -5.240043
H 1.960784 -3.344392 -3.749798
H 2.971415 -2.349046 -4.781641
H 1.440265 -0.416632 -4.368256
H -0.609215 -2.300572 -3.765393
H -0.602741 -0.804073 -3.057162
H 0.188018 -2.249931 -2.267788
H 2.925584 -0.285926 -2.758814

Atomic forces in eV per Å
C -0.69 1.62 1.00
C 0.18 -0.46 -0.64
C -1.07 -0.29 -0.39
C -2.41 -1.92 0.28
C 1.04 0.77 -0.26
C 1.36 -0.52 -0.97
C -1.36 -1.12 2.27
C 0.29 -0.08 -0.53
C -0.01 1.05 0.01
N 1.53 0.58 0.64
O 0.16 -0.27 -0.65
H -0.20 -0.18 0.04
H -0.08 -0.03 -0.65
H 0.25 -0.59 0.33
H 0.41 0.55 0.25
H -0.01 -0.15 0.06
H 0.38 -0.59 0.08
H 0.03 0.32 -0.06
H 0.52 0.47 -0.10
H -0.20 0.42 -0.31
H -0.12 -0.02 0.60
H 0.33 0.19 -0.03
H -0.66 0.49 -0.44
H 0.33 0.05 -0.10
H -0.23 -0.07 -0.07
H 0.04 0.20 0.31
H 0.38 -0.16 -0.17
H 0.00 -0.35 -0.43
H -0.16 0.02 -0.33
H -0.02 0.04 0.21
C -0.53 0.57 0.12
C -0.48 0.48 1.56
C 0.17 -0.84 -0.48
C 0.63 0.19 -2.59
C 0.13 -1.59 1.86
C 2.09 1.36 0.86
C -1.66 -0.44 -1.14
C 0.06 -0.55 -0.52
C 1.01 0.03 -1.31
N 0.00 2.49 3.12
O 0.36 -0.48 -0.96
H -0.56 0.00 -0.54
H 0.16 -0.18 -0.16
H -0.16 0.48 0.26
H 0.03 -0.22 0.30
H -0.30 -0.28 -0.04
H 0.08 0.17 -0.11
H 0.11 0.29 0.02
H -0.25 0.06 0.51
H 0.07 0.16 -0.17
H -0.03 0.18 -0.24
H -0.80 -0.30 -0.73
H -0.33 -0.84 0.04
H 0.33 -0.37 0.17
H 0.41 0.58 0.18
H 0.08 0.08 0.06
H 0.40 0.00 0.91
H -0.55 0.00 -0.05
H -0.86 0.10 0.00
H 0.36 -1.09 -0.89
C 0.19 0.23 1.34
C -0.34 -1.15 0.47
C -0.50 0.95 0.31
C -0.46 -0.07 0.31
C -2.80 1.13 0.16
C 2.24 -1.28 -0.85
C 0.04 -0.04 0.10
C -1.60 -0.18 0.96
C 0.97 0.10 -0.20
N 1.32 1.14 -3.25
O -0.10 -0.30 0.82
H -0.49 0.07 -0.02
H 0.36 -0.09 -0.55
H 0.11 0.48 -0.50
H -0.46 0.19 -0.40
H -0.01 -0.91 -0.09
H 0.25 -0.37 0.09
H 0.69 -0.02 0.27
H 0.35 0.60 0.45
H 0.23 -0.11 -0.54
H -0.07 -0.22 -0.09
H -0.80 -0.45 0.26
H 0.71 0.24 0.59
H 0.16 -0.20 -0.21
H -0.28 -0.48 0.04
H 1.09 -0.05 -0.40
H 0.20 -0.06 0.11
H -0.28 0.51 0.06
H -0.44 0.39 0.21
H -0.29 -0.08 0.62
C 0.50 1.12 1.37
C 0.16 -2.04 -2.15
C -1.61 0.07 0.47
C 0.09 -0.78 0.75
C -0.67 0.81 1.65
C -0.53 -0.86 -0.31
C 0.62 -2.70 -0.39
C 1.08 -0.16 -0.51
C 0.63 -0.33 0.17
N -0.24 -0.66 2.24
O -0.13 0.37 -0.91
H 0.64 -0.17 -0.39
H -0.34 -0.20 0.41
H -0.44 0.27 -0.02
H -0.08 0.82 -0.17
H -0.08 0.35 0.21
H 1.03 -0.38 0.04
H -0.14 0.23 -0.75
H 0.45 0.96 -0.23
H -0.41 0.66 -0.19
H 0.48 0.05 0.16
H 0.43 -0.21 -0.53
H -0.40 -0.22 -0.03
H -0.43 -0.19 -0.03
H 0.37 0.56 0.21
H -0.09 0.20 -0.55
H -1.21 0.68 0.06
H 0.19 -0.59 -0.01
H 0.06 1.58 -0.17
H 0.14 0.82 -0.43
C 1.28 -1.12 1.87
C 0.08 1.09 -1.84
C -1.13 -1.42 1.05
O -0.45 -0.04 -0.53
H -0.32 -0.39 -0.54
H 0.60 0.47 0.14
H 0.01 0.21 0.39
H 0.20 -0.95 -0.15
H 0.50 -0.07 -0.47
H -0.51 0.79 -0.19
H 0.11 -0.01 0.48
H -0.25 1.44 -0.13
C 0.71 0.61 -2.73
C 1.42 -2.26 0.52
C -1.00 0.51 0.01
O -0.30 0.32 0.55
H -0.38 -0.27 -0.48
H -0.17 0.11 0.92
H -0.01 0.16 0.23
H -0.30 -0.05 -0.33
H -0.13 0.30 -0.22
H 0.45 0.09 0.33
H 0.00 -0.16 0.17
H -0.26 0.77 1.05
C -1.01 0.34 0.36
C 1.13 3.51 -0.95
C -0.30 -1.57 -0.74
O -0.22 -2.63 0.62
H 0.22 -0.38 0.02
H -0.01 0.09 0.07
H -0.19 0.11 -0.29
H 0.20 0.47 1.06
H -0.20 0.11 0.03
H -0.46 -0.43 0.54
H 0.61 0.29 -0.33
H 0.00 0.01 -0.53
C 0.90 -1.08 -1.21
C -0.93 -0.55 -0.05
C -0.57 0.73 0.35
O -0.22 -0.05 0.90
H -0.08 -0.02 -0.07
H -0.05 0.09 0.11
H 0.17 0.15 0.10
H -0.19 0.17 0.08
H 0.79 -0.23 -0.88
H 0.24 0.23 0.78
H -0.05 0.42 0.36
H 0.09 0.06 -0.50

For the energy above the lowest of the compared OMol25 structures with the same formula, charge and spin, the calculation gives 615.7 kJ/mol. Its HOMO-LUMO gap is 8.42 eV. As for the structure (SMILES): CC1(C)CCCC(C)(C)N1O.CC1(C)CCCC(C)(C)N1O.CC1(C)CCCC(C)(C)N1O.CC1(C)CCCC(C)(C)N1O.CC(C)O.CC(C)O.CC(C)O.CC(C)O. As for the net charge: 0.